Record 1
56
Properties=species:S:1:pos:R:3:forces:R:3:lowdin_charge:R:1 method="wB97M-V/def2-TZVPD" charge=+2 energy_ha=-3360.58096 homo_lumo_gap_ev="5.41 / 5.48" lumo_energy_ev="-8.8 / -8.7"
C 1.559149 2.130339 -0.916633 4.24 4.33 -5.38 -0.285
H 2.471925 2.804357 -0.755041 -1.42 -1.00 0.53 0.132
H 1.925575 1.361057 -1.680061 -0.81 0.54 1.03 0.089
H 1.912289 1.287332 1.302248 4.09 1.22 0.00 -0.132
C 0.287711 2.917917 -1.257014 -0.03 0.05 0.82 -0.355
H -0.448947 2.252572 -1.791847 0.46 0.90 0.42 0.101
H -0.150799 3.300375 -0.298364 -0.02 -0.49 -0.43 0.067
C 0.616954 4.222635 -2.019772 -1.54 -0.24 -0.84 -0.051
H -0.315970 4.830609 -2.096325 0.67 -0.37 0.33 0.110
H 1.407846 4.835264 -1.608387 0.15 -0.16 0.26 0.092
H 0.821581 3.951224 -3.043237 0.51 0.10 -0.37 0.082
C -0.864917 -1.704776 -0.042786 2.53 -0.66 0.34 -0.280
C -1.519276 -0.899061 -1.029713 0.00 0.10 -0.95 -0.227
C -0.572999 -0.612151 -2.054838 1.02 0.20 0.34 -0.259
C 0.668947 -1.204949 -1.700080 -1.08 0.42 -1.40 -0.255
C 0.494402 -1.896000 -0.459648 -2.16 -0.47 1.32 -0.290
C 1.525269 -2.712239 0.227517 0.53 -0.39 0.21 -0.014
C 1.884876 -1.211745 -2.557864 0.32 -0.30 -0.22 0.001
C -0.829160 0.107430 -3.326736 -0.21 0.06 -0.66 -0.021
C -2.951046 -0.525711 -1.031824 -0.15 0.18 -0.39 0.009
C -1.510679 -2.304751 1.152626 -0.31 -0.36 0.13 -0.012
La 0.488359 0.777758 0.411499 -4.98 -4.09 0.93 1.597
H 2.764895 -1.585848 -2.032897 -0.09 -0.07 -0.02 0.089
H 1.772485 -1.821910 -3.481641 -0.16 0.27 0.58 0.130
H 2.131507 -0.210163 -2.898955 -0.02 0.14 -0.26 0.073
H 2.539400 -2.370493 -0.010923 -0.15 -0.13 -0.04 0.087
H 1.426048 -2.645251 1.311135 -0.07 -0.12 0.11 0.081
H 1.481112 -3.793424 -0.023346 -0.09 0.60 0.01 0.126
H -2.221040 -1.607787 1.603685 -0.08 -0.09 0.00 0.076
H -2.070934 -3.219613 0.862540 0.27 0.45 0.25 0.123
H -0.780040 -2.583427 1.919847 -0.12 -0.06 -0.16 0.086
H -3.177701 0.160846 -1.866570 0.01 -0.31 0.51 0.093
H -3.547261 -1.440514 -1.190842 0.03 0.25 0.16 0.127
H -3.265385 -0.063297 -0.083525 0.06 -0.22 -0.23 0.082
H -0.111388 0.916917 -3.528214 -0.13 -0.24 0.02 0.086
H -0.775794 -0.592125 -4.176950 0.04 0.25 0.20 0.114
H -1.835552 0.532104 -3.343879 0.18 0.05 -0.06 0.083
C 1.276795 1.095458 3.272446 -0.07 -1.04 1.32 -0.105
N 0.004238 0.603166 3.770827 -1.04 -0.16 0.20 -0.078
C -1.223381 0.920306 3.283260 -1.07 -1.15 1.62 -0.703
Se -1.621285 2.057308 1.887723 -0.73 0.50 0.02 0.709
N -2.188550 0.312035 4.083782 6.99 -0.46 0.23 0.172
C -1.474722 -0.330791 5.166255 -2.17 0.96 -1.05 -0.165
C -1.985866 -0.784054 6.352515 -0.08 -0.81 1.13 0.014
C -1.072304 -1.060396 7.378605 0.03 0.22 -0.88 -0.025
C 0.305798 -0.858499 7.176867 -0.25 -0.07 -0.36 -0.032
C 0.780210 -0.411576 5.945501 0.68 -0.24 0.44 0.007
C -0.143306 -0.156932 4.953227 0.65 0.83 -0.28 -0.167
H 1.721314 0.417994 2.486410 -0.39 0.63 1.25 0.016
H 1.991899 1.064543 4.118103 -0.31 0.19 -0.55 0.120
H 1.160493 2.133561 2.943547 0.13 -0.31 -0.15 0.083
H -3.120259 0.431978 4.019887 -3.66 0.60 -0.40 0.110
H -3.057081 -0.931738 6.466231 0.21 0.11 0.19 0.131
H -1.408580 -1.412996 8.337367 -0.18 -0.05 0.12 0.117
H 0.986165 -1.050868 8.000580 -0.01 0.05 -0.22 0.123
H 1.837484 -0.225501 5.760582 -0.20 -0.13 0.28 0.118

=====

Record 2
16
Properties=species:S:1:pos:R:3:forces:R:3:lowdin_charge:R:1 method="wB97M-V/def2-TZVPD" charge=+1 energy_ha=-379.20092 homo_lumo_gap_ev=8.17 lumo_energy_ev=-5.7
C -2.691653 -0.164406 0.253119 0.50 1.90 0.25 -0.022
C 2.326276 0.270595 -0.579831 2.20 1.56 0.43 0.044
C -1.796807 -0.518068 -0.672838 -3.28 -0.83 1.83 -0.072
N 1.320350 -0.289149 0.215372 -2.40 -0.12 2.53 -0.190
N 0.279831 0.263961 0.689781 0.38 -0.37 1.12 0.104
O 1.506814 -1.622004 0.582152 -0.28 1.68 -0.57 0.140
O 0.151245 1.570577 0.461524 3.78 -1.25 -2.14 0.105
H -3.462497 -0.803423 0.629886 -0.22 -0.45 -0.01 0.051
H 1.134383 -1.659857 1.471545 -0.31 -0.41 0.47 0.144
H -2.747000 0.897704 0.716522 0.33 -1.83 -0.88 0.085
H 1.723227 0.768408 -1.283272 -0.10 1.27 -1.43 0.085
H 2.854452 -0.565798 -1.100149 0.06 0.98 0.84 0.142
H 2.931163 1.109840 0.081666 -1.16 -2.45 -1.83 0.202
H -1.138116 0.107145 -1.080144 2.40 2.86 -1.39 -0.010
H -1.806600 -1.414175 -1.204152 -0.33 -1.81 -0.29 0.052
H -0.585074 2.048649 0.818816 -1.57 -0.75 1.10 0.140